Density functional theory data (wB97M-V/def2-TZVPD) for one molecule with the formula C3H10N2S at a distorted geometry.

Atoms and positions in Å:
C -0.7985 0.9937 -0.6611
H -0.2999 1.4019 -1.5575
H -0.7316 -0.2850 0.8810
H 0.1851 -1.1822 -1.6624
S -2.4934 0.5809 -1.3216
C -0.1246 -0.0832 -0.0023
H 0.7410 -0.2214 2.6092
H -2.2506 -0.7089 -1.7732
H 1.0557 1.3826 0.9727
H 1.5251 -1.2564 1.4714
H 1.9443 0.7527 -0.3237
N 1.6005 -0.3911 1.9275
C 1.3910 0.5173 0.6896
H -1.1152 1.7423 0.1104
N 0.1550 -1.4402 -0.6606
H -0.7839 -1.8030 -0.6993

Results
SMILES = NC[C@H](N)CS

Mulliken atomic charge list, values in e, 5 entries: atom 1 (C): -0.7767, atom 2 (H): 0.3576, atom 3 (H): 0.3360, atom 4 (H): 0.2939, atom 5 (S): -0.2168



Density functional theory data (wB97M-V/def2-TZVPD) for one molecule with the formula C18H19Cl2N3O5.

Atoms and positions in Å:
C -1.7037 -4.1702 2.2189
C -1.1526 -1.3835 0.4605
H -0.6351 6.1583 0.1665
C 0.4537 0.2740 1.5462
C -1.7842 1.1726 -1.2931
C -0.5500 -0.0709 0.6339
H 1.6833 0.1368 3.2682
C 1.1057 -0.5155 2.6170
O -0.5120 -2.3208 1.1977
Cl 1.7964 1.1893 -2.5744
H 1.7710 -1.2577 2.1757
C 0.0546 2.0552 0.2577
C -0.8986 -3.6819 1.0194
N 1.4052 -3.9488 0.1609
O -2.0694 -1.6554 -0.2789
H -2.2090 0.1986 -1.5128
O 0.4967 -5.6147 1.3475
C 0.7237 -1.2759 -2.3002
H -1.3036 1.5843 -2.1781
N 0.7920 1.5461 1.3013
C 1.4506 -2.7483 -0.5465
H -1.1324 -4.0232 3.1320
C 0.3245 3.4173 -0.1731
H 0.0943 -1.0524 -3.1465
H -2.6376 -3.6184 2.2845
N 2.3684 -1.8739 -0.1635
H 2.3072 -4.3684 0.3543
H -2.5884 1.8522 -1.0149
C -0.8063 1.0657 -0.1823
C 0.3707 -4.5204 0.8563
Cl -0.4294 -3.7066 -2.2713
H -0.5891 5.1176 -2.7154
H -2.0681 5.8946 -0.8392
C 2.4807 -0.7135 -0.7791
C 0.6309 -2.5007 -1.6610
C -0.2366 5.1342 -1.6820
H -1.5163 -3.7550 0.1126
O -0.4382 3.8058 -1.2017
H 0.3622 -1.0483 3.2041
H 3.2517 -0.0521 -0.4121
H 0.8340 5.3634 -1.6557
H -1.9118 -5.2291 2.1027
C -1.0111 6.1493 -0.8536
C 1.6555 -0.3553 -1.8364
H 1.4847 2.0971 1.7867
O 1.1745 4.1089 0.3503
H -0.8888 7.1396 -1.2827

Results
SMILES = CCOC(=O)c1[nH]c(C)c(C(=O)O[C@H](C)C(=O)Nc2ncc(Cl)cc2Cl)c1C

Mulliken atomic charge list, values in e, 5 entries: atom 1 (C): -1.7312, atom 2 (C): 0.3392, atom 3 (H): 0.3043, atom 4 (C): -0.2290, atom 5 (C): -1.7129



Density functional theory data (wB97M-V/def2-TZVPD) for one molecule with the formula C2H8N2O6 at a distorted geometry.

Atoms and positions in Å:
H -1.7831 -2.4950 0.0223
O -0.5306 1.0040 1.5164
N 1.1329 1.1186 0.1383
H 1.9390 -0.5373 -0.3495
O 1.1930 1.9320 -1.0316
H -0.0381 -0.9787 -1.7798
H -1.2802 1.9725 -0.5970
H -0.0273 -1.2152 2.0044
O 0.3029 -1.6253 1.1921
H -2.3233 -1.0116 -0.5416
O 2.2181 0.2588 0.1554
H 2.0025 2.4505 -0.9119
C -0.3939 0.5133 0.2795
O 0.3784 -1.3919 -1.0128
C -0.3935 -1.0381 0.1477
N -1.7438 -1.4900 0.1343
O -1.2064 1.0152 -0.7109
H 0.5535 1.5181 1.3449

Results
SMILES = NC(O)(O)C(O)(O)N(O)O

Mulliken atomic charge list, values in e, 5 entries: atom 1 (H): 0.2797, atom 2 (O): -0.7633, atom 3 (N): 0.1850, atom 4 (H): 0.4431, atom 5 (O): -0.4223



Density functional theory data (wB97M-V/def2-TZVPD) for a 2-piece molecular cluster, C2H2N2O2 overall at a distorted geometry.

Atoms and positions in Å:
O -1.0326 1.0214 -0.3448
N 1.5092 0.3050 -0.6399
H -2.3381 -1.9729 0.2656
H 1.4783 0.6926 -1.5395
C 1.8922 0.5364 0.4527
O 2.2566 0.3243 1.5029
N -1.5781 0.0282 0.0353
C -2.1875 -0.9349 0.2678

Results
SMILES = C#[N+][O-].N=C=O

Mulliken atomic charge list, values in e, 5 entries: atom 1 (O): -0.5373, atom 2 (N): -0.3302, atom 3 (H): 0.3177, atom 4 (H): 0.2479, atom 5 (C): 0.4609



Density functional theory data (wB97M-V/def2-TZVPD) for a 4-piece molecular cluster, H8O4 overall at a distorted geometry.

Atoms and positions in Å:
O -2.2160 -0.2167 1.0696
O -0.8217 0.5736 -2.3589
H 1.0015 0.5504 0.2127
H -0.4066 0.3701 0.3209
H 2.4596 -0.5314 1.3505
H -2.1911 -0.1894 1.9340
H -1.8060 -0.8771 0.8958
O 0.2116 1.1386 0.0965
O 1.9310 -1.0739 0.8079
H 0.0005 0.2603 -2.8621
H -0.5730 1.0838 -1.5164
H 2.4101 -1.0883 0.0494

Results
SMILES = O.O.O.O

Mulliken atomic charge list, values in e, 5 entries: atom 1 (O): -0.5123, atom 2 (O): -0.6871, atom 3 (H): 0.3630, atom 4 (H): 0.3345, atom 5 (H): 0.3340



Density functional theory data (wB97M-V/def2-TZVPD) for one molecule with the formula C5H8N2 at a distorted geometry.

Atoms and positions in Å:
H 0.0568 2.0586 1.1643
H -1.2079 -2.0491 1.1441
H -0.6819 2.1492 -0.9655
C -0.1626 1.0355 0.9254
C 0.3055 -0.9430 -0.0003
N 0.9680 -1.9183 -0.7695
H 0.7117 -2.8553 -0.4668
H -0.0680 0.8682 -2.0044
C 0.1874 1.4618 -1.1403
H -1.9465 0.4247 1.9886
C -1.1127 0.1813 1.3561
C -0.7562 -1.1125 0.8355
H 1.0471 2.1067 -1.2819
N 0.6811 0.4329 -0.0246
H 1.9782 -1.8408 -0.7606

Results
SMILES = Cn1cccc1N

Mulliken atomic charge list, values in e, 5 entries: atom 1 (H): 0.5338, atom 2 (H): 0.3622, atom 3 (H): 0.3249, atom 4 (C): -0.5949, atom 5 (C): 0.1684



Let's list relative energy (zero: lowest compared OMol25 entry of this formula, charge and spin) in order: 260.4 0.0 114.3 374.9 270.7 204.4 kJ/mol.
Let's list HOMO-LUMO gap in order: 9.635 8.907 10.684 10.770 10.691 8.513 eV.
Let's list HOMO level in order: -8.907 -8.646 -10.155 -10.009 -10.401 -7.366 eV.